The following is a quantum chemistry calculation of a structure of composition C59H77GeIN9P3STi, from the Open Molecules 2025 dataset.

For the total energy, the calculation gives -202263.683 eV. The orbital gap is 5.657 eV. As for the energy above the lowest of the compared OMol25 structures with the same formula, charge and spin: 4.501 eV. As for the highest occupied orbital energy: -11.51 eV.

Geometry as ORCA input:
```
! RIJCOSX wB97M-V def2-TZVPD def2/J DEFGRID3
* xyz 2 1
Ti -0.2320 0.7537 -0.1018
C -0.6034 -1.3311 5.1167
C -0.3994 0.0231 4.4503
C 1.0302 0.5239 4.6878
P -0.9890 0.1388 2.6447
C -1.8820 -1.4283 2.1253
N -1.1662 -2.3749 1.3130
Ge -0.3124 -1.8030 -0.3600
N -1.4448 -2.1143 -1.9115
C -2.1161 -0.9556 -2.4215
P -2.9199 -0.0141 -1.0276
C -4.1624 1.1539 -1.8471
C -4.1537 2.5440 -1.2019
C -4.0354 1.2895 -3.3637
C -4.1089 -1.3046 -0.3529
C -5.1635 -1.7805 -1.3626
C -4.8329 -0.7848 0.8951
C -1.9553 -3.3910 -2.0987
C -2.8975 -3.7590 -3.0626
C -3.4172 -5.0427 -3.0915
C -3.0210 -5.9907 -2.1614
C -2.0147 -5.6685 -1.2633
C -1.4550 -4.4043 -1.2724
N -0.2744 -4.0253 -0.5112
C -0.2962 -4.5203 0.8571
C 0.1491 -5.7736 1.2330
C -0.0406 -6.2195 2.5337
C -0.6811 -5.3923 3.4399
C -1.0763 -4.1124 3.0807
C -0.8659 -3.6392 1.7847
C 0.9419 -4.3880 -1.2239
C 1.1495 -5.5857 -1.8824
C 2.3860 -5.8612 -2.4470
C 3.3962 -4.9188 -2.3654
C 3.1768 -3.6927 -1.7559
C 1.9367 -3.4077 -1.1771
N 1.6024 -2.2192 -0.5473
C 2.6490 -1.2321 -0.5116
P 2.2801 0.1514 0.6323
C 3.7840 1.2537 0.3920
C 3.9600 2.1303 1.6385
C 3.8444 2.1340 -0.8624
C 2.7491 -0.6601 2.2587
C 4.1973 -1.1495 2.3605
C 1.8244 -1.8353 2.5852
C -2.4759 1.2305 3.0706
C -3.1399 1.8423 1.8386
C -3.5226 0.5602 3.9607
H -0.2509 -1.2562 6.1474
H -0.0348 -2.1200 4.6254
H -1.6557 -1.6146 5.1547
H -1.0607 0.7385 4.9400
H 1.7547 -0.2788 4.5688
H 1.1121 0.8801 5.7158
H 1.2987 1.3548 4.0315
H -2.6894 -0.9966 1.5259
H -2.3176 -1.9113 2.9974
H -2.8141 -1.1844 -3.2216
H -1.3706 -0.2559 -2.8047
H -5.1315 0.7037 -1.6311
H -3.2742 3.1119 -1.5058
H -4.1846 2.4992 -0.1130
H -5.0326 3.1010 -1.5316
H -3.0491 1.6452 -3.6615
H -4.7665 2.0247 -3.7050
H -4.2496 0.3583 -3.8878
H -3.4716 -2.1497 -0.0730
H -6.0858 -1.2079 -1.2541
H -5.4044 -2.8251 -1.1668
H -4.8417 -1.7054 -2.3989
H -5.3150 0.1758 0.6934
H -4.1747 -0.6695 1.7540
H -5.6167 -1.4870 1.1820
H -3.2175 -3.0563 -3.8194
H -4.1466 -5.3050 -3.8466
H -3.4555 -6.9802 -2.1553
H -1.6680 -6.4065 -0.5530
H 0.6485 -6.4096 0.5157
H 0.2808 -7.2108 2.8197
H -0.8666 -5.7382 4.4484
H -1.5609 -3.4990 3.8261
H 0.3509 -6.3078 -1.9715
H 2.5591 -6.8066 -2.9415
H 4.3685 -5.1232 -2.7941
H 3.9797 -2.9696 -1.7418
H 2.8857 -0.8343 -1.5038
H 3.5601 -1.6985 -0.1265
H 4.6005 0.5321 0.3301
H 3.0226 2.6377 1.8875
H 4.7105 2.8961 1.4415
H 4.2866 1.5654 2.5099
H 3.2638 1.7356 -1.6851
H 4.8800 2.2248 -1.1923
H 3.4919 3.1429 -0.6500
H 2.6010 0.1286 2.9991
H 4.3731 -2.0241 1.7348
H 4.3755 -1.4563 3.3923
H 4.9401 -0.3930 2.1183
H 1.9552 -2.6499 1.8748
H 0.7741 -1.5476 2.5679
H 2.0632 -2.2230 3.5776
H -2.0393 2.0508 3.6510
H -3.8702 1.1544 1.4210
H -2.4115 2.0689 1.0557
H -3.6653 2.7626 2.1049
H -3.9509 -0.3255 3.4957
H -4.3373 1.2637 4.1415
H -3.1198 0.2765 4.9324
I -1.9848 4.7723 -4.9619
C -1.8767 4.0320 -3.0255
C -2.0850 4.7096 -1.8464
N -1.8992 3.8183 -0.8573
N -1.5876 2.5918 -1.3178
C -1.5759 2.7203 -2.6405
H -2.3563 5.7369 -1.6669
H -2.0607 3.9743 0.1242
H -1.3490 1.8988 -3.2925
S 0.8526 0.7838 -2.2236
C 1.3976 -0.0668 -3.6949
C 2.7567 -0.1445 -3.9849
C 3.1753 -0.6597 -5.2011
C 2.2442 -1.0968 -6.1325
C 0.8915 -1.0235 -5.8353
C 0.4622 -0.5127 -4.6213
H 3.4962 0.2106 -3.2815
H 4.2339 -0.7052 -5.4186
H 2.5718 -1.4789 -7.0894
H 0.1595 -1.3479 -6.5629
H -0.5977 -0.4544 -4.4115
C 0.3864 4.5027 2.3283
C 0.1449 3.1834 1.9941
N 0.3793 2.6829 0.7703
C 0.9274 3.5181 -0.1315
C 1.2636 4.8409 0.1254
C 0.9469 5.3484 1.3854
C 1.8609 5.6667 -0.9407
C 2.9780 6.4019 -0.9211
C 4.0784 6.5261 0.0573
C 4.2137 5.8926 1.2913
C 5.3856 6.1230 1.9992
N 6.3544 6.9012 1.5436
C 6.1396 7.4676 0.3609
N 5.0614 7.3184 -0.3906
H 0.1351 4.8592 3.3177
H -0.2503 2.5060 2.7321
H 1.1092 3.1063 -1.1146
H 1.1337 6.3901 1.6127
H 1.3011 5.6571 -1.8715
H 3.2071 6.9741 -1.8123
H 3.4601 5.2466 1.7028
H 5.5537 5.6662 2.9690
H 6.9238 8.1074 -0.0265
*
```